No. 1
The following is a quantum chemistry calculation of 2 unconnected molecules or ions with the total composition C12H13Cl2O3S2 at a distorted geometry, from the OMol25 dataset.

Summary:
Energy in Eh: -2407.51713
LUMO level in eV: 2.48

Geometry as ORCA input:
```
! RIJCOSX wB97M-V def2-TZVPD def2/J DEFGRID3
* xyz -1 1
H -0.714 -4.508 3.095
S 1.320 -4.016 4.297
H 1.024 1.977 -0.058
C -1.721 0.739 -0.537
H -1.742 -1.330 -0.121
H 1.467 0.664 1.868
H 0.666 -6.460 8.575
H -1.191 0.571 -1.481
H 0.586 -4.467 7.095
H -0.144 0.963 2.580
C 1.583 -7.944 5.603
Cl 1.359 -9.172 7.991
H 1.851 -8.912 5.187
C 1.276 -7.805 6.973
H -2.790 0.863 -0.744
H -2.241 -0.302 1.254
O 1.468 -2.957 5.284
C 0.860 -5.438 6.667
C 0.299 2.006 0.766
C 1.162 -5.549 5.309
C -1.518 -0.414 0.431
Cl -0.694 -2.133 3.216
C -0.069 -0.488 0.931
C 0.912 -6.558 7.510
C 1.532 -6.796 4.775
O 2.472 -4.335 3.495
H 1.786 -6.911 3.727
S -1.319 2.394 0.047
C 0.405 0.776 1.646
C -0.090 -3.665 3.350
H 0.472 2.909 1.368
O 0.674 -1.418 0.686
*
```

---

No. 2
The following is a quantum chemistry calculation of 2 unconnected molecules or ions with the total composition C12H13F3N3O2PS2 at a distorted geometry, from the OMol25 dataset.

Summary:
Energy in Eh: -2216.93995
LUMO level in eV: -2.55

Geometry as ORCA input:
```
! RIJCOSX wB97M-V def2-TZVPD def2/J DEFGRID3
* xyz 0 1
H -4.558 1.769 -0.798
S -1.428 2.281 -4.982
C 1.349 -0.436 0.399
O 0.771 1.136 6.206
C -1.512 -0.262 0.204
O 0.186 -0.028 4.358
C -2.680 0.399 -0.027
H 3.174 0.556 5.614
H 0.332 -2.449 -3.027
H 2.738 0.521 3.904
H -3.238 0.795 0.805
C -3.117 0.581 -1.343
H 0.900 0.553 0.393
S -1.172 -1.712 -5.198
F 2.895 1.254 1.599
H 0.277 -2.285 0.142
H -1.140 -0.390 1.211
H 1.155 -1.776 -1.290
C 2.786 -0.256 -0.037
N -2.381 0.091 -2.348
C -1.198 -0.600 -2.164
C 1.002 0.447 5.199
H -4.106 1.978 -2.333
F 3.320 -1.025 -0.997
H 0.882 -0.415 -3.730
F 4.728 1.009 0.392
C 3.499 0.634 0.623
N -4.289 1.262 -1.635
C 0.549 -1.428 -0.469
H 2.630 -0.957 4.867
H 1.378 -0.777 1.432
P -0.214 -1.285 -3.577
C -2.258 1.222 -4.253
C 2.483 0.126 4.889
C -0.747 -0.767 -0.873
N -2.887 0.341 -3.655
*
```

---

No. 3
The following is a quantum chemistry calculation of a molecular structure, C12H13FeN at a distorted geometry, from the OMol25 dataset.

Summary:
Energy in Eh: -1783.37144
LUMO level (spin up / spin down) in eV: -0.22 / -0.41
<S²>: 6.19

Geometry as ORCA input:
```
! RIJCOSX wB97M-V def2-TZVPD def2/J DEFGRID3
* xyz 0 5
Fe -1.275 1.393 -0.976
C -0.756 -1.977 3.085
H 1.203 2.296 -1.952
C -0.300 -0.186 1.469
H -0.344 -2.099 -5.180
C -1.256 -0.749 0.608
H -2.114 -3.502 2.408
H 0.576 -0.363 3.461
H -1.788 -1.040 -5.327
H -0.624 -2.409 4.073
H -2.603 -2.411 0.264
C 2.369 2.466 1.254
C 1.533 1.502 1.807
C -0.764 -1.102 -5.015
N 0.347 1.437 -0.244
C -1.626 -2.569 2.175
C -1.882 -1.952 0.939
H 3.000 3.492 -0.580
H 1.669 1.156 2.825
H 3.130 2.917 1.867
C 0.516 0.949 1.045
C -0.092 -0.802 2.733
H -1.587 -0.290 -0.344
H -0.749 -0.875 -3.928
H -0.133 -0.354 -5.511
C 1.271 2.247 -0.859
C 2.278 2.824 -0.100
*
```

---

No. 4
The following is a quantum chemistry calculation of a molecular structure, C12H13MnNO11P at a distorted geometry, from the OMol25 dataset.

Summary:
Energy in Eh: -2840.05601
LUMO level (spin up / spin down) in eV: 1.70 / 1.66
<S²>: 8.80

Geometry as ORCA input:
```
! RIJCOSX wB97M-V def2-TZVPD def2/J DEFGRID3
* xyz -1 6
C 0.212 -1.886 -2.748
O 0.576 -3.962 0.285
O -2.734 1.870 -0.607
O -3.323 -2.262 1.394
C -1.879 -0.504 2.391
N -0.349 2.418 -0.322
C 1.026 2.505 -0.289
H 3.019 0.058 -0.587
O -3.420 4.008 -0.636
P 0.586 -2.365 -0.143
C 1.635 3.777 -0.171
H 0.936 -1.637 -3.523
H 2.712 3.832 -0.103
C -2.566 3.157 -0.522
C -0.650 -4.672 0.220
H 3.409 -1.527 1.771
C 1.592 1.234 -0.442
H -0.571 -2.515 -3.181
H -1.278 -4.346 -0.614
H -0.412 -5.727 0.079
O 2.150 -2.138 0.298
O 2.915 1.018 -0.473
C 0.843 4.893 -0.125
H -0.247 -0.968 -2.377
O 0.898 -2.596 -1.733
C -0.564 4.778 -0.220
H 2.088 -2.580 2.331
H -1.220 -4.552 1.144
H 1.285 5.874 -0.016
C -1.102 3.514 -0.314
H 1.749 -0.886 1.918
C -2.590 -1.333 1.160
C 2.351 -1.762 1.657
H -1.228 5.627 -0.198
Mn -1.220 0.707 -0.186
O -1.174 0.458 1.929
O 0.816 0.229 -0.597
O -2.074 -0.889 3.522
O -2.194 -0.852 0.029
*
```

---

No. 5
The following is a quantum chemistry calculation of C12H13N in the gas phase at a distorted geometry, from the OMol25 dataset.

Summary:
Energy in Eh: -519.57795
LUMO level (spin up / spin down) in eV: -0.14 / -0.14

Geometry as ORCA input:
```
! RIJCOSX wB97M-V def2-TZVPD def2/J DEFGRID3
* xyz 0 1
H -0.402 2.331 -1.332
C -0.025 -1.409 -0.494
H 0.251 -3.233 -1.377
H 1.699 2.276 -0.335
C 1.106 1.480 0.164
C 0.624 -2.515 -0.814
C -3.508 0.615 0.483
H 2.453 -1.037 2.106
C -1.171 -0.690 -0.192
H -4.368 1.068 0.700
C -3.329 -0.745 0.664
H 0.651 1.786 1.057
H 2.970 -1.448 -0.487
C -1.293 0.748 -0.479
C 2.574 -0.237 1.370
H 3.781 0.121 -0.593
C 1.630 0.143 0.352
H 1.593 -2.790 -0.597
H 3.108 0.562 1.862
C -2.525 1.296 -0.251
H -2.609 2.278 -0.528
C 2.919 -0.506 -0.081
H 0.292 1.008 -1.824
N -2.168 -1.370 0.406
H -4.236 -1.175 1.108
C -0.013 1.444 -0.889
*
```

---

No. 6
The following is a quantum chemistry calculation of C12H13N in the gas phase at a distorted geometry, from the OMol25 dataset.

Summary:
SMILES string: Cc1cc2nccc(C)c2cc1C
Energy in Eh: -519.74920
LUMO level in eV: 0.16

Geometry as ORCA input:
```
! RIJCOSX wB97M-V def2-TZVPD def2/J DEFGRID3
* xyz 0 1
C -0.311 0.712 1.709
H 0.242 -2.774 -2.456
H 1.946 -3.846 0.389
H -1.308 1.912 -2.612
H 1.956 -3.269 -2.004
C 1.336 -2.405 1.963
C -0.718 1.240 -0.513
H -1.267 3.230 -1.303
C 1.605 -2.867 0.555
H 1.554 -1.565 -2.456
C -1.386 2.069 -1.596
C -1.246 2.978 1.277
H -0.835 3.814 0.617
C 0.388 -0.472 1.295
C 0.000 0.175 -0.963
N 0.692 -1.285 2.379
C 1.016 -2.130 -0.491
H -0.119 0.155 -2.025
H -0.991 3.150 2.400
C 0.509 -0.822 -0.148
H -2.473 1.877 -1.528
H -0.523 0.796 2.680
H 1.796 -2.973 2.780
C -0.726 1.697 0.722
C 1.221 -2.490 -1.953
H -2.356 3.093 1.281
*
```